[1]
This record from the OMol25 dataset describes a 8-piece molecular cluster, C14H34N6O18 overall in a non-equilibrium geometry. The level of theory is ωB97M-V/def2-TZVPD.

* HOMO-LUMO gap: 0.3966 hartree
* DFT total energy: -2236.1080 a.u.
* lowest unoccupied orbital energy: -0.06 eV
* energy above the lowest of the compared OMol25 structures with the same formula, charge and spin: 0.000 eV

```
72
C14H34N6O18, DFT ωB97M-V/def2-TZVPD
C 2.87735 2.64515 -2.09070
N 2.59274 2.52818 -3.54194
O 2.82923 3.52749 -4.20448
O 2.02021 1.51241 -3.85611
H 2.91068 1.71481 -1.58518
H 2.03177 3.25285 -1.69735
H 3.81619 3.22792 -2.00542
C 2.75985 2.55186 2.31004
N 3.63457 2.21007 1.18499
O 4.23157 3.16423 0.63707
O 3.81479 1.03061 0.90654
H 2.04859 3.32305 2.04153
H 3.44367 2.86900 3.03796
H 2.33726 1.61081 2.66066
C -1.40563 -3.02658 3.56117
N -0.80166 -4.35919 3.76738
O 0.22677 -4.54715 3.09614
O -1.32036 -5.19387 4.47326
H -0.66448 -2.29587 3.77267
H -2.30947 -2.96731 4.16166
H -1.66361 -2.80628 2.53555
C 2.98272 -4.00071 -3.73767
N 2.84526 -4.39986 -2.31200
O 2.08268 -3.78660 -1.62919
O 3.48221 -5.36988 -1.93528
H 2.09617 -4.41307 -4.18072
H 3.86336 -4.54846 -4.12849
H 2.94650 -2.95461 -3.84467
C -4.33123 0.44431 1.98074
N -3.37166 -0.37819 1.17486
O -2.23994 -0.41617 1.57454
O -3.79643 -0.89072 0.17195
H -5.10067 -0.31403 2.27291
H -4.74131 1.20499 1.31949
H -3.79163 0.81815 2.77822
C 1.39358 -1.85852 1.02416
N 1.15648 -0.44311 1.41650
O 0.93859 0.31598 0.47792
O 1.21797 -0.10060 2.56660
H 1.89389 -2.36093 1.82203
H 2.10322 -1.84589 0.17533
H 0.45444 -2.24490 0.77266
C -0.49884 2.82624 -1.16950
C -1.67829 3.09150 -0.21360
O -1.13796 3.96944 0.77931
C -1.31019 3.73388 2.07442
O -2.17614 3.02118 2.54624
O -0.41640 4.44875 2.72804
C -0.49703 4.50170 4.11916
H 0.28538 2.38128 -0.59677
H -0.13119 3.78798 -1.63461
H -0.80306 2.23410 -2.01072
H -2.05096 2.22586 0.30740
H -2.40856 3.68013 -0.83571
H -0.32286 3.54900 4.58560
H -1.38510 4.92808 4.45487
H 0.32991 5.20382 4.41694
C -1.79753 0.32526 -3.65630
C -0.52235 -0.27783 -3.07241
O -0.72451 -1.07510 -1.94038
C -1.10501 -2.36384 -2.09519
O -1.12526 -3.01002 -3.10329
O -1.48066 -2.84845 -0.85119
C -1.98695 -4.24828 -0.91926
H -2.24558 0.87270 -2.85207
H -2.53348 -0.42209 -3.95800
H -1.58544 0.87390 -4.65470
H 0.13868 0.55579 -2.79595
H 0.03244 -0.87499 -3.77559
H -2.47171 -4.31934 0.04149
H -1.16684 -4.94237 -1.10577
H -2.71874 -4.25760 -1.73776
```

[2]
This record from the OMol25 dataset describes a 2-piece molecular cluster, C14H35N2O5P overall in a non-equilibrium geometry. The level of theory is ωB97M-V/def2-TZVPD.

* HOMO-LUMO gap: 0.3127 hartree
* DFT total energy: -1381.5235 a.u.
* lowest unoccupied orbital energy: 0.53 eV
* energy above the lowest of the compared OMol25 structures with the same formula, charge and spin: 1.703 eV

```
57
C14H35N2O5P, DFT ωB97M-V/def2-TZVPD
N 1.79708 -1.84868 -1.24965
C 0.86188 -0.72379 -1.61811
C 1.69658 0.25984 -2.50413
C 0.86232 1.25834 -3.40126
C -0.68159 1.25919 -3.15173
C -1.09482 2.20033 -1.95312
O -2.50948 2.10162 -1.68376
P -2.84637 1.11118 -0.40689
O -1.70158 0.24903 0.06391
O -3.38716 1.99546 0.91093
O -4.13239 0.08951 -0.75996
C -3.78544 -0.77800 -1.86870
C -5.07779 -1.24445 -2.64480
C -5.77045 0.08917 -3.16957
O -5.91006 0.09018 -4.59817
H 1.54322 -2.23795 -0.34492
H 1.60210 -2.56425 -1.95016
H -0.00262 -1.19541 -2.12931
H 0.60275 -0.22530 -0.65959
H 2.36521 -0.33700 -3.16471
H 2.36434 0.84246 -1.82672
H 1.21888 2.29216 -3.15940
H 1.05693 1.02018 -4.46970
H -1.15321 0.25985 -3.06261
H -1.14817 1.73658 -4.05369
H -0.92879 3.23850 -2.33670
H -0.43998 2.08521 -1.06593
H -3.54897 1.30873 1.57516
H -3.23239 -0.13604 -2.60416
H -3.13858 -1.62176 -1.55125
H -5.75730 -1.84281 -2.00490
H -4.70679 -1.79282 -3.53966
H -5.15248 0.98669 -2.91441
H -6.78820 0.16965 -2.73788
H -5.06698 -0.14249 -4.99628
C 4.84742 -1.75241 3.84729
C 4.10741 -0.69310 3.04200
N 2.68797 -0.96434 2.88145
C 2.04553 -0.09882 1.90025
C 1.97995 1.39989 2.20305
C 1.93648 -1.18104 4.10969
C 1.93293 -0.05893 5.15091
H 4.71896 -2.74313 3.40681
H 5.91549 -1.52594 3.85940
H 4.51258 -1.78660 4.88601
H 4.56730 -0.66220 2.04971
H 4.28836 0.28919 3.50126
H 1.03006 -0.46270 1.71077
H 2.57103 -0.22634 0.94715
H 1.22092 1.62893 2.95105
H 1.70332 1.94522 1.29625
H 2.93681 1.79899 2.54289
H 2.31936 -2.08769 4.58784
H 0.90191 -1.42983 3.85511
H 2.92177 0.37980 5.29728
H 1.60887 -0.45733 6.11623
H 1.23592 0.73533 4.88941
```

[3]
This record from the OMol25 dataset describes C14H35N3S2Zn as an isolated structure in a non-equilibrium geometry. The level of theory is ωB97M-V/def2-TZVPD.

* HOMO-LUMO gap: 0.2090 hartree
* DFT total energy: -3293.7109 a.u.
* lowest unoccupied orbital energy: -8.06 eV
* total charge: +2
* energy above the lowest of the compared OMol25 structures with the same formula, charge and spin: 2.407 eV

```
55
C14H35N3S2Zn, DFT ωB97M-V/def2-TZVPD
Zn -1.00544 1.07432 -0.03741
S -0.67757 -1.61510 -1.35167
S 1.75085 1.36959 -0.04797
C 0.51283 -2.34264 -2.54057
C -1.66930 -0.70510 -2.57743
C -0.91924 0.47213 -3.17112
N -0.62100 1.54514 -2.16971
C 0.68796 2.21521 -2.45690
C 1.36812 2.73007 -1.20233
H -2.60716 -0.40274 -2.09071
H -1.87984 -1.41644 -3.39011
H -1.51678 0.86316 -4.00259
H 0.04148 0.12722 -3.58452
H 0.55547 3.06369 -3.14035
H 1.33883 1.48126 -2.95252
H 0.74396 3.45369 -0.65909
H 2.31792 3.19699 -1.48931
C 3.13738 0.64610 -1.01816
H -1.32622 2.27170 -2.32870
H 2.76927 0.04083 -1.85894
H 3.71101 0.00146 -0.34386
H 3.80841 1.44402 -1.39469
H 0.86366 -3.27414 -2.08166
H 1.38024 -1.67958 -2.71551
H 0.01462 -2.57876 -3.50073
C -2.57315 2.29354 0.05539
C -3.05617 2.02264 1.34712
H -3.19822 1.92782 -0.77076
H -2.05176 3.25201 -0.08268
H -3.92061 1.40085 1.51324
H -2.84474 2.68379 2.19434
C 2.39667 -1.06592 2.24639
N 1.38530 -1.77647 1.48125
C 1.95042 -2.76650 0.61333
C 0.21742 -2.24102 2.21895
C -0.47571 -1.09271 2.95072
N -0.96754 -0.10242 1.96010
C -2.31327 -0.62034 1.48697
C -0.72548 1.24456 2.54759
H 3.20783 -0.75365 1.58961
H 2.83551 -1.68522 3.04938
H 1.99385 -0.15370 2.71342
H 1.14875 -3.30431 0.08870
H 2.58881 -2.29957 -0.14256
H 2.54924 -3.52617 1.14840
H -0.47517 -2.71792 1.51418
H 0.48557 -2.98591 2.98827
H -1.36394 -1.46719 3.50023
H 0.22699 -0.63190 3.65769
H -3.02826 -0.63180 2.33498
H -2.80703 -0.10272 0.62231
H -2.12494 -1.64390 1.13209
H 0.35932 1.26244 2.78553
H -0.87687 2.13403 1.89076
H -1.32229 1.36556 3.47162
```

Taking the records one at a time from the top gives HOMO energy values of -10.85 -7.98 -13.75 eV.